C24H71N5O9 | wB97M-V/def2-TZVPD

Last column: Löwdin charge in e.
Element x y z (Å)
1 C 3.87216 3.54990 6.80578  -0.0633
2 O 4.28255 2.19082 6.52104  -0.1942
3 C 4.50517 1.33621 7.58439  -0.2717
4 C 5.05311 0.03718 7.08013  -0.4541
5 C 4.10005 -0.64939 6.13179  -0.0635
6 N 5.32537 -0.82278 8.23758  0.0416
7 H 4.71058 4.01361 7.32551  0.0839
8 H 2.90271 3.62242 7.29874  0.0880
9 H 3.85436 4.02266 5.82380  0.0851
10 H 5.19895 1.85112 8.24895  0.1224
11 H 3.64561 1.14633 8.22721  0.1277
12 H 5.99570 0.22405 6.56563  0.1448
13 H 4.55235 -1.58566 5.80481  0.0770
14 H 3.90343 -0.05592 5.23892  0.0737
15 H 3.13426 -0.89047 6.57590  0.0814
16 H 4.56474 -0.62866 8.87307  0.0593
17 H 5.99919 -0.25704 8.73356  0.0620
18 C -0.28083 6.86367 1.38706  -0.1368
19 O -1.06041 6.93895 2.53972  -0.1801
20 C -2.49202 6.84128 2.31361  -0.1796
21 C -3.32709 7.21417 3.53522  -0.4422
22 C -3.12687 6.26671 4.69853  -0.0738
23 N -4.74951 7.23046 3.16156  0.0229
24 H -0.36410 5.90274 0.87935  0.0833
25 H 0.76499 6.95419 1.68062  0.0875
26 H -0.51307 7.65786 0.67753  0.0845
27 H -2.85740 7.47923 1.50887  0.1143
28 H -2.73240 5.82965 1.98659  0.1270
29 H -3.11910 8.22237 3.89351  0.1325
30 H -3.76344 6.46818 5.56008  0.0694
31 H -2.12939 6.31970 5.13479  0.0782
32 H -3.38413 5.23693 4.45062  0.0806
33 H -4.89685 7.79919 2.34002  0.0623
34 H -5.33183 7.53039 3.93036  0.0701
35 C -6.05187 4.08733 -6.79315  -0.1220
36 O -6.05210 2.68167 -6.77519  -0.1881
37 C -6.14110 2.08524 -5.46966  -0.1620
38 C -4.72518 2.05759 -4.78379  -0.4816
39 C -3.76974 1.12026 -5.48187  -0.0683
40 N -4.76921 1.66278 -3.42710  0.0278
41 H -6.73186 4.49481 -6.04503  0.0814
42 H -6.43478 4.57123 -7.69165  0.0857
43 H -5.04139 4.41680 -6.55131  0.0800
44 H -6.97888 2.42419 -4.86028  0.1181
45 H -6.30726 1.01735 -5.61146  0.1201
46 H -4.33185 3.07104 -4.86327  0.1210
47 H -3.71076 1.35193 -6.54533  0.0776
48 H -3.93578 0.04316 -5.46214  0.0848
49 H -2.78911 1.36213 -5.07202  0.0756
50 H -3.83256 1.76900 -3.06444  0.0760
51 H -5.41191 2.23990 -2.90367  0.0741
52 C 0.57635 0.21407 1.03587  -0.1221
53 O 0.77318 0.16188 -0.35750  -0.1912
54 C 2.02284 -0.48021 -0.78270  -0.1774
55 C 2.14598 -1.98203 -0.65672  -0.4646
56 C 3.60302 -2.48384 -0.82835  -0.0549
57 N 1.33756 -2.69684 -1.61705  0.0318
58 H 0.72867 -0.76396 1.49236  0.0759
59 H -0.45224 0.50868 1.24391  0.0880
60 H 1.25811 0.90331 1.53413  0.0837
61 H 2.31607 -0.15474 -1.78079  0.1285
62 H 2.80389 -0.01171 -0.18389  0.1138
63 H 1.79692 -2.33236 0.31462  0.1249
64 H 4.24971 -2.09872 -0.03996  0.0760
65 H 3.96374 -2.15818 -1.80402  0.0747
66 H 3.58362 -3.57331 -0.85642  0.0775
67 H 0.51577 -2.12014 -1.72739  0.0671
68 H 1.75154 -2.61680 -2.53483  0.0691
69 C -0.85220 -7.22021 -9.40611  -0.1164
70 O 0.47821 -6.68530 -9.34547  -0.1904
71 C 0.66822 -5.79782 -8.21384  -0.1909
72 C 2.15360 -5.55429 -8.20979  -0.4649
73 C 3.02879 -6.73808 -7.61622  -0.0285
74 N 2.36202 -4.29304 -7.56718  0.0169
75 H -0.85656 -7.89417 -10.26276  0.0818
76 H -1.57481 -6.46549 -9.71646  0.0761
77 H -1.31567 -7.71818 -8.55445  0.0842
78 H 0.08968 -4.90436 -8.44865  0.1227
79 H 0.37680 -6.18587 -7.23783  0.1294
80 H 2.47359 -5.32667 -9.22660  0.1310
81 H 2.81342 -6.81899 -6.55078  0.0718
82 H 4.09891 -6.53614 -7.66280  0.0644
83 H 2.85236 -7.70417 -8.08911  0.0733
84 H 3.36625 -4.28049 -7.67431  0.0660
85 H 2.06706 -3.59821 -8.23822  0.0737
86 C -2.91667 0.28163 8.73252  -0.1862
87 O -3.10166 -0.84621 9.53230  -0.1144
88 H -3.38836 0.18912 7.75423  0.0809
89 H -3.21592 1.17275 9.28428  0.0753
90 H -1.84175 0.38170 8.58205  0.0720
91 H -3.69919 -1.40670 9.03189  0.0725
92 C 0.33446 -8.28545 0.84060  -0.1856
93 O 0.28868 -8.18994 -0.56661  -0.1077
94 H 1.34709 -8.55019 1.14484  0.0709
95 H 0.07242 -7.40296 1.42425  0.0701
96 H -0.33322 -9.00117 1.32024  0.0743
97 H 0.59857 -7.33163 -0.86472  0.0768
98 C -4.68747 -3.95700 1.23704  -0.2119
99 O -5.30133 -3.82444 0.01518  -0.0983
100 H -3.60707 -3.87912 1.11545  0.0716
101 H -5.03149 -3.20140 1.94331  0.0779
102 H -4.74372 -4.93199 1.72115  0.0785
103 H -5.31511 -2.88271 -0.17076  0.0820
104 C 7.20368 3.52012 1.50320  -0.1523
105 O 8.14949 4.61456 1.35260  -0.1220
106 H 7.19384 3.11916 2.51674  0.0711
107 H 6.15189 3.79431 1.42166  0.0672
108 H 7.39902 2.67344 0.84513  0.0704
109 H 8.01793 5.03408 0.49919  0.0656

As for the SMILES: COC[C@H](C)N.COC[C@H](C)N.COC[C@H](C)N.COC[C@H](C)N.COC[C@H](C)N.CO.CO.CO.CO. The calculation puts the calculated total energy at -51909.83106 eV. Its energy above the lowest of the compared OMol25 structures with the same formula, charge and spin is 577.1 kJ/mol.

C24H71NO11SSi | wB97M-V/def2-TZVPD

Last column: Löwdin charge in e.
Element x y z (Å)
1 C 2.44278 0.12831 2.36883  -0.2366
2 Si 1.80962 -1.60788 2.06060  0.3029
3 S 3.48169 -2.90497 2.52718  0.4430
4 C 0.43886 -1.93248 3.30519  -0.3225
5 C -0.60512 -0.80767 3.41494  -0.1629
6 C -1.74831 -0.85072 2.42081  -0.4822
7 N -1.68891 -1.81660 1.35840  0.1168
8 O -2.71835 -0.13791 2.57088  0.0724
9 H 2.63314 0.26110 3.43436  0.0179
10 H 1.66111 0.83066 2.06972  -0.0003
11 H 3.34761 0.31973 1.79453  0.0287
12 H 1.40874 -1.81166 0.65794  -0.0265
13 H 3.36971 -3.90856 1.64686  -0.2363
14 H -0.04192 -2.89351 3.12233  0.0550
15 H 0.93993 -2.01172 4.27319  0.0499
16 H -1.09770 -0.86902 4.38898  0.1200
17 H -0.15232 0.18457 3.37331  0.1073
18 H -2.62781 -2.20948 1.27439  0.0634
19 H -1.51149 -1.34307 0.47396  0.0885
20 C -3.64878 -3.92948 5.09079  -0.0846
21 C -3.28826 -4.11112 3.62920  -0.3117
22 O -4.13646 -3.35042 2.77028  -0.0938
23 H -4.68658 -4.21544 5.26466  0.0756
24 H -3.00571 -4.53633 5.72949  0.0754
25 H -3.53711 -2.88399 5.38862  0.0728
26 H -3.41270 -5.15058 3.32886  0.1135
27 H -2.24208 -3.83486 3.45582  0.0916
28 H -4.04433 -2.42076 3.01548  0.0633
29 C -0.09646 5.11838 1.49618  -0.0872
30 C 0.94906 4.04809 1.25924  -0.3046
31 O 0.40255 2.73280 1.38299  -0.0993
32 H -0.54241 5.00245 2.48576  0.0768
33 H 0.33928 6.11258 1.41341  0.0623
34 H -0.90055 5.03815 0.75970  0.0568
35 H 1.74201 4.11470 2.00329  0.1144
36 H 1.39958 4.17265 0.27165  0.1018
37 H -0.29401 2.64411 0.72367  0.0779
38 C 3.23128 -1.56408 7.95758  -0.0921
39 C 3.37374 -1.56625 6.44746  -0.3161
40 O 2.39764 -0.73954 5.81614  -0.1041
41 H 2.23437 -1.89948 8.24562  0.0752
42 H 3.96874 -2.22150 8.41986  0.0738
43 H 3.37250 -0.55757 8.35926  0.0714
44 H 3.21879 -2.56694 6.04647  0.1057
45 H 4.37733 -1.24199 6.15441  0.1124
46 H 2.51736 0.16234 6.13282  0.0860
47 C 0.91211 8.97512 -0.90654  -0.0898
48 C 1.92391 7.86895 -1.14302  -0.3166
49 O 1.33950 6.57765 -1.01725  -0.0936
50 H 0.46608 8.87579 0.08398  0.0711
51 H 1.38023 9.95782 -0.98215  0.0721
52 H 0.10519 8.92169 -1.64092  0.0726
53 H 2.71999 7.91347 -0.40034  0.1105
54 H 2.38085 7.97630 -2.13260  0.1078
55 H 0.63393 6.50486 -1.67296  0.0761
56 C 3.37833 -4.05779 -2.75280  -0.0749
57 C 3.40362 -4.53515 -1.31477  -0.3101
58 O 2.26984 -4.08859 -0.57644  -0.1286
59 H 3.34434 -2.96850 -2.79296  0.0851
60 H 4.26424 -4.39567 -3.29115  0.0581
61 H 2.49544 -4.43727 -3.26702  0.0510
62 H 4.27661 -4.13411 -0.79908  0.1075
63 H 3.45613 -5.62856 -1.27260  0.1123
64 H 1.48311 -4.45137 -0.99940  0.0652
65 C -3.20823 4.00929 -2.13991  -0.0864
66 C -2.92946 5.48778 -1.94373  -0.3106
67 O -1.93124 5.96025 -2.85215  -0.0879
68 H -2.29384 3.42762 -2.01158  0.0702
69 H -3.95336 3.65327 -1.42688  0.0746
70 H -3.58213 3.81775 -3.14842  0.0731
71 H -2.54295 5.67082 -0.94125  0.0971
72 H -3.84366 6.07294 -2.07245  0.0903
73 H -2.26182 5.82252 -3.74578  0.0801
74 C -3.64607 -4.12199 -1.32256  -0.0776
75 C -2.25876 -3.65820 -1.72306  -0.3204
76 O -2.29461 -2.41112 -2.41515  -0.0794
77 H -4.28344 -4.21179 -2.20286  0.0771
78 H -3.60677 -5.08699 -0.81593  0.0787
79 H -4.11441 -3.40339 -0.64550  0.0686
80 H -1.80868 -4.37559 -2.40759  0.0875
81 H -1.61202 -3.57703 -0.84241  0.0991
82 H -2.69497 -1.75820 -1.83138  0.0719
83 C 7.29532 -4.11350 -5.58793  -0.0918
84 C 5.83293 -3.82191 -5.86878  -0.3293
85 O 5.46276 -2.51173 -5.45085  -0.0849
86 H 7.50593 -3.99867 -4.52424  0.0756
87 H 7.55923 -5.12813 -5.88994  0.0730
88 H 7.93936 -3.41742 -6.13062  0.0712
89 H 5.19614 -4.50887 -5.31417  0.0910
90 H 5.61338 -3.94589 -6.93486  0.1083
91 H 6.00660 -1.88368 -5.93766  0.0790
92 C 0.18781 -5.95160 -5.43024  -0.0849
93 C -0.13688 -6.53573 -4.06878  -0.3111
94 O 0.43464 -5.76992 -3.01055  -0.1028
95 H 1.26778 -5.89179 -5.56984  0.0736
96 H -0.23545 -6.56275 -6.22831  0.0744
97 H -0.21599 -4.94066 -5.52319  0.0758
98 H 0.27851 -7.53756 -3.97125  0.1127
99 H -1.22152 -6.60678 -3.93136  0.1065
100 H 0.07660 -4.87604 -3.07095  0.0595
101 C -6.52968 7.84942 0.15169  -0.0918
102 C -5.63582 8.46143 -0.91015  -0.3213
103 O -5.69687 7.74554 -2.14118  -0.0948
104 H -6.25432 6.80879 0.32637  0.0739
105 H -6.44919 8.39483 1.09278  0.0742
106 H -7.57530 7.86813 -0.16482  0.0720
107 H -4.59293 8.42751 -0.59707  0.1090
108 H -5.90296 9.50987 -1.07769  0.1079
109 H -6.60710 7.76949 -2.45492  0.0818

As for the SMILES: C[Si@@H](S)CCC(N)=O.CCO.CCO.CCO.CCO.CCO.CCO.CCO.CCO.CCO.CCO. The calculation puts the calculated total energy at -68763.74952 eV.

no.,orbital gap (eV),largest force on an atom (Eh/bohr)
1,9.4,0.045
2,9.0,0.011